Model P:
{"formula": "CN2O3S", "method": "ωB97M-V/def2-TZVPD", "symbols": ["C", "N", "N", "O", "O", "O", "S"], "xyz": [[1.201, 0.287, 1.276], [2.242, 0.748, 1.383], [-1.117, -0.309, -1.189], [-0.372, -1.234, -1.217], [-1.867, 0.124, -2.048], [-0.016, -0.105, 1.210], [-1.221, 0.697, 0.315]], "mulliken_charge": [0.54, -0.33, 0.93, -0.47, -0.53, -0.37, 0.23], "homo_energy_ev": -11.6, "multiplicity": 1}

=====

Model Q:
{"formula": "CN2O3S", "method": "ωB97M-V/def2-TZVPD", "symbols": ["C", "N", "N", "O", "O", "O", "S"], "xyz": [[-2.226, 0.337, 0.045], [-3.167, 0.314, 0.722], [-1.208, 0.695, -0.632], [2.581, 0.616, 1.170], [-0.532, 0.083, -1.378], [3.710, -1.355, 0.485], [3.057, -0.151, 0.051]], "mulliken_charge": [0.47, -0.28, 0.07, -0.37, -0.27, -0.37, 0.74], "homo_energy_ev": [-10.6, -10.6], "multiplicity": 1}

=====

Most stable structure, least stable structure: model Q, model P.

=====

Model P:
{"formula": "C6H27N2O5", "method": "ωB97M-V/def2-TZVPD", "symbols": ["N", "C", "C", "N", "C", "C", "C", "C", "H", "H", "H", "H", "H", "H", "H", "H", "H", "H", "H", "H", "H", "H", "H", "H", "H", "H", "H", "O", "H", "H", "O", "H", "H", "O", "H", "H", "O", "H", "H", "O"], "xyz": [[0.845, 2.480, 0.246], [0.559, 1.462, -0.795], [0.403, 0.082, -0.139], [-0.277, -1.021, -0.800], [-1.722, -0.894, -1.095], [-2.197, -0.253, -2.397], [0.500, -1.697, -1.857], [1.207, -0.830, -2.899], [1.151, 3.347, -0.170], [-0.001, 2.672, 0.838], [1.593, 2.145, 0.881], [-0.289, 1.735, -1.307], [1.376, 1.467, -1.467], [1.396, -0.257, 0.141], [-0.126, 0.265, 0.796], [-2.058, -1.910, -1.126], [-2.168, -0.460, -0.218], [-3.251, -0.399, -2.471], [-1.765, -0.761, -3.221], [-2.041, 0.824, -2.462], [1.234, -2.292, -1.330], [-0.169, -2.412, -2.350], [0.544, -0.090, -3.296], [2.108, -0.353, -2.486], [1.541, -1.475, -3.713], [3.216, -2.005, 2.291], [1.678, -1.928, 1.930], [2.527, -1.401, 2.022], [-1.715, 3.522, 2.301], [-1.930, 2.001, 1.976], [-1.493, 2.847, 1.653], [3.189, 1.653, 2.566], [2.433, 0.338, 2.102], [2.409, 1.344, 2.094], [-0.405, -3.300, 2.314], [-0.330, -2.416, 1.054], [0.219, -2.895, 1.665], [-3.498, 0.308, 2.613], [-2.182, 0.121, 3.481], [-2.512, 0.436, 2.637]], "mulliken_charge": [-0.01, -0.94, -1.24, 0.40, -0.52, -1.26, -0.79, -1.12, 0.42, 0.29, 0.36, 0.40, 0.42, 0.53, 0.57, 0.47, 0.31, 0.47, 0.32, 0.24, 0.31, 0.52, 0.31, 0.26, 0.41, 0.31, 0.36, -0.68, 0.31, 0.37, -0.70, 0.29, 0.38, -0.66, 0.30, 0.28, -0.67, 0.31, 0.29, -0.63], "homo_energy_ev": -11.5, "multiplicity": 1, "total_charge": 1}

=====

Model Q:
{"formula": "C6H27N2O5", "method": "ωB97M-V/def2-TZVPD", "symbols": ["N", "C", "C", "C", "C", "C", "N", "C", "H", "H", "H", "H", "H", "H", "H", "H", "H", "H", "H", "H", "H", "H", "H", "H", "H", "H", "H", "O", "H", "H", "O", "H", "H", "O", "H", "H", "O", "H", "H", "O"], "xyz": [[-0.034, -2.559, 0.714], [-0.753, -1.637, -0.255], [0.376, -0.918, -0.981], [0.126, -0.628, -2.474], [0.949, 0.545, -2.977], [-1.681, -0.660, 0.534], [-2.901, -0.372, -0.171], [-2.883, 0.863, -0.961], [0.593, -1.984, 1.312], [0.518, -3.185, 0.121], [-0.714, -3.151, 1.198], [-1.389, -2.155, -0.961], [0.619, 0.011, -0.470], [1.313, -1.480, -1.042], [-0.949, -0.439, -2.537], [0.094, -1.512, -3.116], [1.284, 0.385, -3.998], [0.326, 1.424, -3.074], [1.718, 0.763, -2.261], [-1.994, -1.266, 1.385], [-1.058, 0.159, 0.887], [-3.693, -0.301, 0.464], [-3.861, 1.264, -1.198], [-2.313, 0.842, -1.882], [-2.461, 1.650, -0.334], [-0.678, 3.316, 2.053], [-0.606, 1.787, 1.912], [-0.675, 2.610, 1.391], [3.563, 1.095, 0.296], [2.219, 0.869, -0.355], [2.993, 0.376, -0.023], [0.591, 0.091, 3.050], [-0.603, 0.298, 4.005], [-0.327, 0.332, 3.088], [0.799, 2.344, -1.521], [0.427, 2.743, -0.041], [1.036, 2.223, -0.600], [3.242, -1.586, 1.816], [2.608, -0.634, 0.774], [2.399, -1.329, 1.425]], "mulliken_charge": [-0.03, -0.25, 0.07, -0.71, -1.49, 0.22, -0.43, -0.71, 0.17, 0.40, 0.42, 0.33, -0.44, 0.82, 0.23, 0.45, 0.39, 0.20, 0.53, 0.46, -0.58, 0.31, 0.39, 0.18, 0.24, 0.26, 0.36, -0.63, 0.31, 0.15, -0.63, 0.30, 0.26, -0.58, 0.25, 0.33, -0.62, 0.27, 0.49, -0.69], "homo_energy_ev": -12.1, "multiplicity": 1, "total_charge": 1}

=====

Most stable structure, least stable structure: model P, model Q.

=====

Model P:
{"formula": "C3H4HgO4", "method": "ωB97M-V/def2-TZVPD", "symbols": ["C", "O", "O", "C", "O", "C", "Hg", "H", "H", "O", "H", "H"], "xyz": [[0.731, 0.592, 0.544], [1.933, 0.563, 0.742], [-0.204, 0.786, 1.479], [-1.417, 0.889, 0.833], [0.178, 0.653, -0.651], [-1.193, 0.717, -0.472], [3.305, 0.756, 2.039], [-1.817, 0.762, -1.356], [-2.312, 0.977, 1.438], [0.368, -2.018, -1.842], [-0.478, -2.000, -1.359], [0.905, -2.677, -1.394]], "mulliken_charge": [0.95, -0.69, -0.24, -0.20, -0.18, -0.17, 0.69, 0.42, 0.40, -0.62, 0.31, 0.32], "homo_energy_ev": [-13.8, -14.6], "multiplicity": 2, "total_charge": 1, "s2": 0.752}

=====

Model Q:
{"formula": "C3H4HgO4", "method": "ωB97M-V/def2-TZVPD", "symbols": ["H", "H", "C", "C", "O", "C", "O", "O", "Hg", "O", "H", "H"], "xyz": [[-1.469, 1.034, -0.369], [-1.611, -1.448, 0.600], [-1.267, -0.785, -0.212], [-0.096, 0.094, 0.043], [1.010, 0.091, -0.699], [2.170, 0.583, -0.148], [2.237, 1.520, 0.589], [3.136, -0.204, -0.557], [-4.680, 0.358, -0.992], [-2.218, 0.116, -0.562], [-0.204, -1.486, -0.399], [3.996, 0.159, -0.307]], "mulliken_charge": [0.45, 0.29, -0.09, -0.09, -0.09, 0.68, -0.39, -0.39, 0.32, -0.38, 0.29, 0.40], "homo_energy_ev": [-12.9, -12.4], "multiplicity": 2, "total_charge": 1, "s2": 0.816}

=====

Most stable structure, least stable structure: model P, model Q.

=====

Model P:
{"formula": "C5H10FNO", "method": "ωB97M-V/def2-TZVPD", "symbols": ["C", "C", "C", "C", "C", "N", "O", "F", "H", "H", "H", "H", "H", "H", "H", "H", "H", "H"], "xyz": [[0.773, -0.503, -0.095], [-1.801, -0.811, 1.083], [-1.707, 0.001, -1.318], [2.927, 0.702, 0.092], [-1.135, 0.097, 0.066], [1.509, 0.632, -0.092], [0.987, -1.669, -0.088], [-1.203, 1.439, 0.396], [-1.679, -0.456, 2.059], [-1.345, -1.715, 1.196], [-2.770, -1.086, 0.933], [-1.459, 0.931, -1.888], [-2.706, -0.149, -1.130], [-1.421, -0.811, -2.034], [3.255, -0.261, -0.008], [3.315, 1.324, -0.572], [3.308, 0.896, 1.036], [1.153, 1.438, 0.364]], "mulliken_charge": [0.48, -1.72, -1.45, -1.17, 1.16, -0.26, -0.54, -0.37, 0.44, 0.48, 0.41, 0.33, 0.44, 0.30, 0.46, 0.34, 0.39, 0.26], "homo_energy_ev": -8.7, "multiplicity": 1}

=====

Model Q:
{"formula": "C5H10FNO", "method": "ωB97M-V/def2-TZVPD", "symbols": ["C", "O", "C", "C", "F", "C", "C", "N", "H", "H", "H", "H", "H", "H", "H", "H", "H", "H"], "xyz": [[1.574, 2.421, 0.694], [1.065, 1.452, 1.569], [0.631, 0.268, 1.135], [0.359, -0.170, -0.086], [0.735, 0.470, -1.189], [-0.149, -1.592, -0.434], [-1.494, -1.555, -1.179], [-2.615, -1.363, -0.310], [2.312, 2.067, -0.033], [0.853, 2.943, 0.007], [2.042, 3.159, 1.285], [0.301, -0.313, 1.994], [-0.188, -2.181, 0.473], [0.524, -2.086, -1.111], [-1.477, -0.824, -1.957], [-1.557, -2.572, -1.640], [-2.362, -0.543, 0.233], [-2.806, -2.185, 0.297]], "mulliken_charge": [-0.72, -0.38, -0.26, 0.55, -0.29, -0.69, -0.58, -0.59, 0.30, 0.29, 0.28, 0.31, 0.31, 0.31, 0.34, 0.30, 0.26, 0.26], "smiles": "CO/C=C(\\F)CCN", "homo_energy_ev": -8.6, "multiplicity": 1}

=====

Most stable structure, least stable structure: model Q, model P.

=====

Model P:
{"formula": "C5H11N2S", "method": "ωB97M-V/def2-TZVPD", "symbols": ["C", "C", "C", "C", "C", "N", "N", "S", "H", "H", "H", "H", "H", "H", "H", "H", "H", "H", "H"], "xyz": [[-0.064, -1.794, 0.656], [0.808, -0.609, 0.506], [-1.444, -0.627, -0.729], [-2.766, -0.030, -0.379], [3.248, 0.562, -0.049], [-1.075, -1.829, -0.105], [-0.386, 0.382, -0.538], [2.220, -0.922, -0.385], [0.363, -2.569, 1.346], [0.669, -0.146, 1.486], [-1.429, -0.803, -1.883], [-2.729, 0.248, 0.619], [-3.383, -1.043, -0.458], [-3.151, 0.599, -1.141], [2.930, 0.732, 1.045], [3.135, 1.448, -0.650], [4.310, 0.253, -0.038], [-0.515, 1.129, 0.077], [0.198, 0.757, -1.291]], "mulliken_charge": [-0.35, -0.02, 0.23, -1.32, -0.76, -0.39, -0.34, 0.07, 0.39, 0.47, 0.28, 0.45, 0.30, 0.39, 0.27, 0.29, 0.34, 0.33, 0.35], "homo_energy_ev": -13.9, "multiplicity": 1, "total_charge": 1}

=====

Model Q:
{"formula": "C5H11N2S", "method": "ωB97M-V/def2-TZVPD", "symbols": ["C", "C", "C", "C", "C", "N", "N", "S", "H", "H", "H", "H", "H", "H", "H", "H", "H", "H", "H"], "xyz": [[-0.286, 0.187, -0.169], [0.187, -0.737, 0.746], [-0.022, 1.257, 0.870], [0.455, -2.254, 0.801], [-1.183, 0.400, -1.356], [0.589, 0.189, 1.718], [-0.357, 0.981, -2.555], [0.842, -0.048, 3.354], [0.680, 2.192, 0.685], [-0.828, 1.672, 1.345], [-0.351, -2.772, 1.168], [1.260, -2.260, 1.568], [0.795, -2.651, -0.150], [-2.033, 1.057, -1.106], [-1.550, -0.568, -1.628], [0.119, 0.366, -3.224], [0.391, 1.629, -2.219], [-0.978, 1.566, -3.139], [2.269, -0.206, 3.290]], "mulliken_charge": [0.20, 0.25, -0.49, -1.15, -0.64, -0.14, -0.39, -0.13, 0.24, 0.30, 0.34, 0.33, 0.33, 0.33, 0.34, 0.36, 0.38, 0.36, 0.17], "homo_energy_ev": -11.8, "multiplicity": 1, "total_charge": 1}

=====

Most stable structure, least stable structure: model P, model Q.

=====

Model P:
{"formula": "CBrFN2O2", "method": "ωB97M-V/def2-TZVPD", "symbols": ["O", "N", "O", "C", "Br", "N", "F"], "xyz": [[-0.170, -1.779, 0.714], [-0.488, -0.885, -0.011], [-1.504, -0.792, -0.670], [0.581, 0.137, -0.229], [2.226, -0.487, 0.586], [0.252, 1.070, -0.985], [1.219, 2.059, -1.098]], "mulliken_charge": [-0.52, 0.94, -0.50, 0.35, 0.00, -0.15, -0.12], "smiles": "O=[N+]([O-])/C(Br)=N/F", "homo_energy_ev": -11.3, "multiplicity": 1}

=====

Model Q:
{"formula": "CBrFN2O2", "method": "ωB97M-V/def2-TZVPD", "symbols": ["C", "N", "N", "O", "O", "F", "Br"], "xyz": [[-0.645, 0.168, 0.170], [1.376, -1.240, -0.168], [-0.222, 1.634, 0.066], [-1.273, -0.838, -0.110], [0.032, 1.724, -1.111], [1.304, -1.615, -1.388], [-0.572, 0.166, 2.542]], "mulliken_charge": [0.64, 0.03, 0.19, -0.30, -0.22, -0.01, -0.33], "homo_energy_ev": [-9.9, -9.8], "multiplicity": 1}

=====

Most stable structure, least stable structure: model P, model Q.

=====

Model P:
{"formula": "CH6N3OS", "method": "ωB97M-V/def2-TZVPD", "symbols": ["N", "C", "N", "N", "O", "S", "H", "H", "H", "H", "H", "H"], "xyz": [[1.677, 0.498, -0.141], [0.452, -0.024, 0.260], [0.136, -0.805, 1.363], [-0.609, 0.245, -0.550], [-1.854, -0.582, -0.543], [-3.225, 0.183, -0.001], [2.552, 0.543, 0.421], [1.725, 0.902, -1.039], [0.820, -1.290, 1.964], [-0.816, -0.930, 1.369], [-0.561, 0.883, -1.316], [-3.340, -0.391, 1.284]], "mulliken_charge": [-0.36, 0.61, -0.27, -0.06, -0.29, 0.09, 0.24, 0.21, 0.26, 0.19, 0.20, 0.18], "smiles": "NC(N)=[NH+]OS", "homo_energy_ev": -13.9, "multiplicity": 1, "total_charge": 1}

=====

Model Q:
{"formula": "CH6N3OS", "method": "ωB97M-V/def2-TZVPD", "symbols": ["C", "N", "N", "N", "O", "S", "H", "H", "H", "H", "H", "H"], "xyz": [[-0.394, 0.162, 0.618], [-1.373, 0.801, 1.215], [0.701, -0.308, 1.232], [1.510, -1.103, 0.406], [-0.438, -0.054, -0.659], [1.194, -0.575, -1.188], [-1.434, 0.893, 2.219], [-2.136, 1.156, 0.652], [0.997, -0.107, 2.178], [1.330, -2.101, 0.560], [0.341, 0.826, -3.701], [-0.299, 0.410, -3.531]], "mulliken_charge": [0.77, -0.33, -0.11, -0.28, -0.31, 0.24, 0.22, 0.26, 0.22, 0.31, 0.02, -0.01], "homo_energy_ev": -14.1, "multiplicity": 1, "total_charge": 1}

=====

Most stable structure, least stable structure: model P, model Q.

=====

Model P:
{"formula": "C2H4BFO", "method": "ωB97M-V/def2-TZVPD", "symbols": ["O", "C", "B", "C", "F", "H", "H", "H", "H"], "xyz": [[0.208, 0.562, 2.270], [0.776, 0.011, 1.362], [-0.142, -0.648, 0.120], [-0.312, 0.163, -1.120], [-0.844, -0.337, -2.205], [1.843, 0.220, 1.123], [-0.513, -1.725, 0.254], [-1.040, 0.560, -0.311], [0.023, 1.193, -1.491]], "mulliken_charge": [-0.42, 0.02, -0.05, -0.09, -0.22, 0.28, -0.04, 0.18, 0.34], "smiles": "O=CBCF", "homo_energy_ev": -9.4, "multiplicity": 1}

=====

Model Q:
{"formula": "C2H4BFO", "method": "ωB97M-V/def2-TZVPD", "symbols": ["O", "C", "B", "C", "F", "H", "H", "H", "H"], "xyz": [[-2.023, -1.239, 0.119], [-1.269, -0.539, -0.501], [0.189, -0.039, -0.323], [1.426, -1.064, 0.063], [2.749, -0.446, -0.085], [-1.774, -0.188, -1.499], [0.268, 1.130, -0.187], [1.420, -1.100, 1.165], [1.380, -1.968, -0.599]], "mulliken_charge": [-0.41, 0.09, 0.15, -0.16, -0.30, 0.22, -0.01, 0.20, 0.24], "smiles": "O=CBCF", "homo_energy_ev": -9.8, "multiplicity": 1}

=====

Most stable structure, least stable structure: model Q, model P.